# 1
This record from the Open Molecules 2025 dataset describes 9 unconnected molecules or ions with the total composition H18O9 at a distorted geometry. The level of theory is ωB97M-V with the def2-TZVPD basis set.

Computed properties:
Max |F| (hartree/bohr): 0.15586
ΔE to the lowest compared entry with this formula, charge and spin (kcal/mol): 141.67
HOMO level (eV): -9.9

Element x y z (Å)
H (0.67180, 0.02606, 0.43697)
H (-0.44583, 0.64173, 1.04395)
H (-0.57649, -3.03144, 0.14314)
H (-1.01348, -1.62597, 0.36817)
H (2.82704, 2.62052, -2.34574)
H (3.19406, 2.55531, -0.85055)
H (1.62690, 2.38524, 1.17519)
H (0.32599, 2.32354, 1.92739)
H (2.10832, -1.86659, 0.54563)
H (2.16233, -2.67039, 1.66723)
H (3.90916, -1.46724, -0.39253)
H (3.05022, -2.73404, -0.67662)
H (-3.24007, -1.24182, -1.66707)
H (-4.03294, -2.47848, -2.05591)
H (-4.11853, 0.10553, 0.36253)
H (-4.75828, 0.89056, 1.36371)
H (-0.83325, 3.28328, -0.22060)
H (0.11912, 2.20485, -0.57328)
O (-0.25439, 0.15155, 0.29720)
O (-0.32237, -2.29465, 0.70387)
O (2.47519, 2.39502, -1.46035)
O (1.12513, 2.88137, 1.82711)
O (1.51640, -2.32440, 1.04633)
O (3.91696, -2.35720, -0.81731)
O (-3.93364, -1.83457, -1.34715)
O (-4.85527, 0.69064, 0.49218)
O (-0.64403, 2.77159, -0.99346)

Cartesian forces (eV/Å) of the 3 atoms listed first:
H 1.05 -0.87 -0.24
H -1.40 1.57 2.40
H 0.10 -0.70 0.04

---

# 2
This record from the Open Molecules 2025 dataset describes 9 unconnected molecules or ions with the total composition H18O9 at a distorted geometry. The level of theory is ωB97M-V with the def2-TZVPD basis set.

Computed properties:
Max |F| (hartree/bohr): 0.08317
ΔE to the lowest compared entry with this formula, charge and spin (kcal/mol): 114.51
HOMO level (eV): -10.1

Element x y z (Å)
H (-0.70293, 0.80569, 0.17470)
H (0.41508, -0.14847, 0.56155)
H (2.00096, 1.67654, -0.50237)
H (2.47337, 2.83010, 0.36722)
H (3.11092, -0.48716, -0.88650)
H (4.52807, -0.84962, -1.29923)
H (-5.85995, 1.86231, -0.02346)
H (-4.68867, 2.79062, 0.25295)
H (-2.13049, -1.97395, 2.45919)
H (-0.86755, -1.56724, 3.20055)
H (-1.34554, 0.34979, -2.35698)
H (-2.59379, 0.96460, -1.74550)
H (-0.97702, -2.36239, -2.83553)
H (-0.35315, -2.05436, -1.48426)
H (4.86721, 2.56726, 0.93556)
H (4.35496, 1.50968, 1.89949)
H (-1.30658, -3.07279, 0.78807)
H (-1.19626, -1.66938, 0.21509)
O (-0.50505, -0.13227, 0.27504)
O (2.64031, 1.89871, 0.18383)
O (3.66134, -1.23817, -1.13551)
O (-5.38443, 2.61593, -0.39078)
O (-1.81317, -1.70327, 3.32812)
O (-1.68286, 0.72833, -1.53728)
O (-0.38225, -2.72928, -2.17173)
O (4.46376, 1.69225, 0.95937)
O (-0.72632, -2.30345, 0.76836)

Cartesian forces (eV/Å) of the 3 atoms listed first:
H -0.09 -0.23 -0.25
H -0.03 -0.31 0.33
H -0.56 0.25 -0.24

---

| no. | total energy (eV) |
| --- | --- |
| 1 | -18715.9920 |
| 2 | -18717.1699 |